1.
Molecular formula: C4H9NOS
Method: DFT, ωB97M-V/def2-TZVPD

Geometry as ORCA input:
```
! wB97M-V def2-TZVPD RIJCOSX def2/J DEFGRID3
* xyz 1 2
C 0.10 -0.72 0.79
C 0.63 -0.06 -0.59
C 0.72 1.43 -0.49
S 2.00 2.17 0.66
C -1.45 -0.70 0.66
N -1.79 -1.53 -0.35
O -2.29 -0.24 1.52
H 0.52 -1.71 0.99
H 0.42 -0.15 1.62
H 0.06 -0.55 -1.41
H 1.67 -0.27 -0.74
H -0.14 1.85 -0.06
H 0.77 1.97 -1.42
H 2.79 2.55 -0.31
H -2.81 -1.63 -0.38
H -1.21 -2.40 -0.48
*
```

Computed properties:
- ΔE to the lowest compared entry with this formula, charge and spin: 29.60 kcal/mol
- HOMO-LUMO gap (alpha / beta): 0.326 / 0.136 Ha
- Energy: -685.620927 Ha
- Expectation value of S²: 0.7533
- Maximum force: 5.3 eV Å⁻¹
- HOMO level (alpha / beta): -0.485 / -0.485 hartree


2.
Molecular formula: C7H10
Method: DFT, ωB97M-V/def2-TZVPD

Geometry as ORCA input:
```
! wB97M-V def2-TZVPD RIJCOSX def2/J DEFGRID3
* xyz 0 1
C 1.43 -1.24 1.01
C 1.15 -1.02 -0.27
C -0.19 -0.56 -0.80
C -1.42 -0.67 0.13
C -1.54 0.88 0.19
C -0.21 0.95 -0.53
C 0.85 1.74 -0.52
H 2.46 -1.35 1.34
H 0.67 -1.26 1.78
H 1.96 -0.95 -0.99
H -0.38 -0.89 -1.82
H -1.19 -1.13 1.09
H -2.28 -1.18 -0.30
H -2.37 1.25 -0.42
H -1.60 1.34 1.18
H 0.94 2.65 0.05
H 1.72 1.45 -1.12
*
```

Computed properties:
- ΔE to the lowest compared entry with this formula, charge and spin: 54.03 kcal/mol
- HOMO-LUMO gap: 0.369 Ha
- Structure (SMILES): C=C[C@H]1CCC1=C
- Energy: -272.631901 Ha
- Maximum force: 0.5 eV Å⁻¹
- HOMO level: -0.326 hartree